Record 1
{
  "formula": "C26H26Ca2F24N4O31S8",
  "method": "the ωB97M-V functional and the def2-TZVPD basis",
  "e_tot_ev": -285577.8677,
  "e_lumo_ha": [-0.13499, -0.35916],
  "charge": 1,
  "spin_multiplicity": 2,
  "orbital_gap_ev": [8.8, 2.7],
  "symbols": ["Ca", "Ca", "C", "F", "F", "F", "S", "O", "O", "N", "S", "O", "O", "C", "F", "F", "F", "C", "F", "F", "F", "S", "O", "O", "N", "S", "O", "O", "C", "F", "F", "F", "C", "F", "F", "F", "S", "O", "O", "N", "S", "O", "O", "C", "F", "F", "F", "C", "F", "F", "F", "S", "O", "O", "N", "S", "O", "O", "C", "F", "F", "F", "C", "C", "O", "C", "O", "O", "H", "H", "H", "H", "C", "C", "O", "C", "O", "O", "H", "H", "H", "H", "C", "C", "C", "O", "C", "O", "O", "H", "H", "H", "H", "H", "H", "C", "C", "C", "O", "C", "O", "O", "H", "H", "H", "H", "H", "H", "C", "C", "C", "O", "C", "O", "O", "H", "H", "H", "H", "H", "H"],
  "xyz": [[-0.483899, -2.751475, -2.646309], [-5.005409, 0.841645, -0.550329], [2.866811, -5.148195, 0.030581], [3.235631, -6.303785, 0.570821], [2.633071, -4.359435, 1.044161], [3.768781, -4.516855, -0.695339], [1.123631, -5.329745, -0.846729], [0.992441, -6.737205, -1.213319], [0.064911, -4.760785, -0.054239], [1.144811, -4.325505, -2.315379], [1.934801, -5.254925, -3.405279], [3.027991, -6.122275, -2.949379], [1.027511, -5.775335, -4.390229], [3.013191, -3.893945, -4.393039], [3.227821, -4.157855, -5.654269], [2.487401, -2.642755, -4.302529], [4.228521, -3.803375, -3.875679], [-7.504409, -2.082365, -2.363289], [-7.623989, -1.109395, -3.190679], [-8.445219, -1.760615, -1.533509], [-7.944449, -3.270425, -2.900649], [-5.733679, -2.234655, -1.523209], [-5.792739, -2.003095, -0.075929], [-5.102219, -3.495775, -1.861399], [-4.927769, -0.803585, -2.023069], [-4.382639, -1.217255, -3.387139], [-3.003479, -1.778965, -3.248959], [-5.264029, -1.902805, -4.309209], [-4.164509, 0.560285, -4.188999], [-4.173689, 0.354755, -5.566239], [-5.225759, 1.256735, -3.862099], [-2.994259, 1.153865, -3.821739], [-0.742519, -2.102505, 1.653401], [-1.008349, -1.216495, 2.630641], [0.555011, -2.117835, 1.263201], [-0.992449, -3.346395, 2.149581], [-1.918939, -1.872225, -0.060139], [-2.306319, -3.091495, -0.667449], [-3.004069, -1.067535, 0.348901], [-0.866419, -1.045695, -1.266239], [-1.064179, 0.513615, -0.906129], [-2.325189, 1.138865, -1.363779], [-0.700639, 0.657585, 0.486951], [0.233021, 1.376365, -2.058689], [1.425401, 1.034145, -1.665019], [0.062211, 0.991105, -3.258289], [0.111571, 2.776155, -1.957839], [-4.388249, 0.191665, 3.528651], [-4.980619, -0.006755, 4.737491], [-3.231769, 0.873935, 3.739201], [-4.113699, -1.018265, 2.894931], [-5.576729, 1.338245, 2.480211], [-6.361019, 0.440575, 1.686131], [-6.243529, 2.251575, 3.477831], [-4.499589, 1.983245, 1.264511], [-4.186919, 3.454665, 1.961951], [-5.259329, 4.395345, 1.752371], [-3.666729, 3.393065, 3.270861], [-2.708559, 4.244215, 1.076491], [-2.066159, 5.051105, 1.856771], [-1.923019, 3.337705, 0.603161], [-3.259629, 5.134335, 0.223531], [-0.277429, -3.040325, 5.509111], [-0.943819, -2.975785, 6.885611], [-0.040029, -2.315235, 7.699341], [0.826791, -1.558935, 6.891481], [1.817971, -0.906865, 7.296131], [0.595671, -1.873905, 5.583701], [-1.010469, -2.904155, 4.714001], [0.159091, -4.016765, 5.299051], [-1.268929, -3.961255, 7.219141], [-1.885629, -2.427535, 6.863111], [5.258531, -2.001625, -0.506959], [5.416121, -0.473065, -0.302209], [4.699971, 0.052795, -1.364409], [3.934711, -0.846615, -1.906989], [3.054231, -0.621665, -2.653439], [4.261791, -1.982005, -1.502259], [5.086021, -2.552515, 0.417621], [6.206001, -2.426105, -0.838949], [6.473801, -0.228515, -0.204139], [5.015621, -0.194845, 0.672621], [0.001621, 2.601255, 3.402921], [-0.708549, 2.760715, 4.798671], [-0.984689, 1.528285, 5.615231], [-0.141819, 1.655185, 6.773801], [0.313021, 2.949265, 6.789401], [0.794221, 3.591515, 7.742201], [0.242701, 3.442085, 5.576481], [-0.489649, 1.905335, 2.722891], [0.888561, 2.013405, 3.639251], [0.375271, 3.433515, 2.806401], [-1.598549, 3.376495, 4.928331], [-0.795979, 0.622675, 5.038711], [-2.060359, 1.446025, 5.770961], [4.275121, 4.750665, -1.578159], [4.167061, 4.579655, -0.037059], [2.790201, 4.343015, 0.463631], [2.969431, 3.408485, 1.514261], [4.177541, 2.814785, 1.379151], [4.451091, 1.792945, 1.997461], [4.829611, 3.364375, 0.226531], [3.753271, 3.992205, -2.161689], [5.287821, 4.751235, -1.981309], [3.731651, 5.644755, -1.883659], [4.831881, 5.173525, 0.590171], [1.965991, 4.076085, -0.197829], [2.501871, 5.338805, 0.800321], [4.170931, 0.391645, -5.211629], [2.769221, 1.193465, -5.048829], [2.593471, 2.593195, -5.475849], [1.271211, 2.582735, -5.916149], [0.812651, 1.317465, -6.198969], [-0.240109, 0.861095, -6.524969], [1.875841, 0.530835, -5.830339], [4.860601, 0.771555, -5.965379], [3.913331, -0.648905, -5.409139], [4.810451, 0.601585, -4.354279], [2.376991, 1.161735, -4.032339], [3.247551, 2.930475, -6.279919], [2.591721, 3.294565, -4.641479]],
  "forces_ev_per_angstrom": [[-0.8, -0.6, -0.9], [0.3, -0.6, 0.4], [-0.9, 0.2, 0.4], [0.2, 0.2, -1.4], [-0.7, 1.2, 1.4], [0.1, -1.2, -0.5], [-0.9, -1.8, -2.3], [0.4, 2.3, 0.8], [0.9, 0.6, 0.1], [1.3, -2.5, 2.3], [3.1, -0.3, -2.7], [-2.0, 1.6, 0.1], [-0.2, 0.5, 0.4], [0.2, 0.4, 1.0], [-1.0, -0.7, -0.9], [-0.8, -0.6, -0.1], [0.2, -0.3, 1.0], [-1.9, -2.1, -0.4], [1.8, 1.3, -2.8], [-0.6, -0.3, 3.5], [1.9, 1.3, 0.3], [0.9, -1.4, 3.3], [-1.1, 0.7, -1.7], [-1.2, 2.0, -0.6], [-2.5, -2.5, 0.8], [4.7, 0.1, -5.4], [-1.7, 0.9, -0.3], [0.5, 0.6, 1.4], [1.6, -2.4, -2.0], [0.2, 0.6, 2.6], [-0.1, 0.9, 0.4], [-2.0, -0.5, -0.7], [0.5, -1.8, -0.5], [0.4, -0.7, -1.6], [-1.7, 0.9, 0.6], [-0.3, 1.6, -0.7], [2.0, 1.2, 0.1], [1.3, -1.4, -0.6], [-0.9, 1.5, 0.7], [-1.9, -0.1, 2.3], [-0.4, 1.6, -0.2], [1.1, -1.0, 0.9], [0.0, 0.7, -0.5], [-0.4, 1.7, 2.6], [0.4, 0.3, 0.7], [-0.8, -0.3, -2.1], [-0.1, -2.5, -0.1], [-0.1, -0.4, 0.2], [0.9, -0.1, -1.8], [-0.8, -1.2, -0.3], [-0.7, 2.6, 1.5], [-0.5, 1.5, 2.4], [-0.4, -0.5, -0.8], [2.4, -3.0, -3.5], [-0.8, 1.4, 4.0], [-0.3, 3.3, -1.6], [0.5, -1.1, -0.4], [0.9, -1.0, 2.0], [-3.0, 1.3, -0.2], [1.4, 0.1, 2.1], [1.0, -0.6, -1.3], [0.3, -1.3, -1.5], [-1.2, 0.6, 0.4], [-1.6, -0.7, -1.3], [2.1, 1.8, 0.0], [3.4, -0.5, 1.6], [-4.6, -1.9, -1.5], [0.0, -0.3, 0.3], [0.1, 0.4, 0.0], [1.0, 0.4, 0.2], [0.7, -0.1, 0.5], [0.0, 0.4, -0.2], [1.7, 1.3, 0.4], [1.0, -1.6, 2.3], [1.1, 3.5, 0.2], [-0.3, 1.9, -0.3], [-1.7, 0.5, -1.5], [0.2, -6.3, 1.3], [-1.1, 0.1, -0.3], [-0.2, -0.1, -0.8], [-0.1, 0.5, -0.9], [-0.5, 0.4, -0.2], [0.1, -1.4, 0.6], [-0.7, 0.6, -2.0], [-0.6, -1.0, -1.5], [0.4, 2.1, 1.6], [-1.0, -3.2, -2.7], [-0.2, -0.4, -0.1], [2.1, 2.1, 2.7], [-0.8, 0.2, 0.1], [0.4, 0.1, 0.2], [-0.6, 0.5, 0.7], [-0.1, 0.2, -1.2], [1.0, -0.2, 0.4], [0.2, 0.3, 1.1], [-0.6, 0.8, 0.2], [1.7, -1.1, -2.8], [-0.7, 2.1, 0.6], [0.2, 0.4, 0.3], [0.2, -2.8, -1.4], [0.2, 3.0, -1.5], [-0.5, -3.4, 3.2], [-0.1, -0.6, 0.7], [0.1, 0.3, 0.5], [0.4, 0.4, 0.0], [-1.0, 1.7, -0.4], [0.6, -0.7, -0.4], [-0.5, -0.1, 0.9], [-1.0, 2.0, 0.5], [3.1, -1.2, 1.2], [0.8, 1.3, -0.1], [-3.4, 0.4, -1.5], [2.0, -0.6, 1.7], [0.6, 1.4, -0.2], [-2.4, -2.3, -2.0], [-0.7, 0.1, -0.8], [0.3, 0.1, 0.4], [-0.4, -0.7, 0.6], [0.6, -0.5, 0.3], [0.1, 0.0, 0.0], [0.5, 0.1, -0.1]]
}


Record 2
{
  "formula": "C26H26F5GeMoN2O3SSe",
  "method": "the ωB97M-V functional and the def2-TZVPD basis",
  "e_tot_ev": -184616.8099,
  "e_lumo_ha": [-0.45618, -0.45729],
  "charge": 3,
  "spin_multiplicity": 1,
  "orbital_gap_ev": [4.2, 4.2],
  "symbols": ["Mo", "C", "O", "C", "C", "C", "C", "C", "C", "N", "N", "C", "O", "C", "C", "C", "C", "C", "C", "C", "O", "H", "H", "H", "H", "H", "H", "H", "H", "H", "H", "H", "H", "C", "Ge", "C", "C", "C", "Se", "C", "H", "H", "H", "H", "H", "H", "H", "H", "H", "H", "H", "H", "H", "H", "F", "C", "C", "F", "C", "F", "C", "S", "C", "F", "C", "F"],
  "xyz": [[0.698426, 0.033857, 0.278616], [-3.792776, -1.919188, -2.780256], [-2.593545, -1.673770, -1.998528], [-1.553319, -2.481276, -2.143773], [-1.521700, -3.668722, -2.912135], [-0.374140, -4.425708, -3.024274], [0.803989, -4.044785, -2.375778], [0.799097, -2.892517, -1.597641], [2.021126, -2.424459, -1.037842], [2.182758, -1.268225, -0.435748], [3.499943, -0.969723, -0.132278], [3.577291, 0.191392, 0.410738], [2.340139, 0.820504, 0.573177], [4.773331, 0.880373, 0.807857], [5.992368, 0.193978, 0.758255], [7.150354, 0.853664, 1.111757], [7.098064, 2.186782, 1.508742], [5.889921, 2.873307, 1.552337], [4.722346, 2.220768, 1.207544], [-0.388666, -2.162123, -1.479784], [-0.359163, -1.054479, -0.645936], [-4.362428, -1.000088, -2.725266], [-4.356712, -2.739355, -2.341278], [-3.537012, -2.126713, -3.817174], [-2.423564, -3.996545, -3.410721], [-0.391183, -5.327200, -3.621644], [1.710936, -4.626985, -2.480378], [2.921645, -3.021818, -1.148051], [6.020509, -0.842128, 0.449316], [8.098607, 0.334924, 1.079530], [8.011563, 2.696049, 1.787721], [5.867844, 3.912272, 1.851637], [3.777996, 2.748174, 1.234202], [-4.010781, 4.373609, -1.616496], [-2.933924, 2.781678, -1.610808], [-3.650344, 1.365451, -0.485819], [-2.330709, 2.165338, -3.337249], [-1.239489, 3.384384, -0.659556], [-0.554758, 2.174714, 0.693641], [0.553239, 3.275037, 1.854091], [-4.874432, 4.235905, -2.266558], [-3.436561, 5.220943, -1.991023], [-4.364760, 4.597469, -0.610681], [-4.607530, 1.013595, -0.874107], [-3.826243, 1.744384, 0.522935], [-2.976984, 0.505885, -0.437444], [-3.184539, 1.953710, -3.981412], [-1.726217, 1.260288, -3.251887], [-1.737754, 2.942077, -3.821209], [-1.455172, 4.277534, -0.070073], [-0.415155, 3.597013, -1.339051], [1.174444, 3.908480, 1.227247], [1.151312, 2.628719, 2.487879], [-0.137603, 3.866288, 2.449086], [-3.464351, -3.765776, 4.740307], [-2.514935, -3.104530, 4.161849], [-2.815888, -1.901442, 3.509792], [-4.049878, -1.456800, 3.497847], [-1.810121, -1.205040, 2.895064], [-2.095296, -0.064561, 2.292975], [-0.478178, -1.678144, 2.921441], [0.876878, -0.753525, 2.432135], [-0.210904, -2.901650, 3.579928], [1.018748, -3.366826, 3.596923], [-1.211280, -3.609488, 4.192286], [-0.964879, -4.744955, 4.795004]],
  "forces_ev_per_angstrom": [[1.1, -0.2, 1.5], [0.1, 0.0, 0.1], [0.0, 0.0, -0.1], [-0.4, -0.2, -0.1], [-0.1, 0.0, 0.0], [0.1, 0.0, 0.1], [-0.1, -0.1, -0.1], [0.2, -0.1, 0.0], [0.0, 0.2, -0.1], [0.3, -0.3, -0.1], [-0.5, 0.0, 0.0], [-0.1, 0.1, -0.2], [0.1, 0.0, 0.0], [-0.2, 0.1, 0.1], [0.1, -0.1, 0.0], [0.0, 0.0, 0.0], [0.1, 0.0, 0.0], [-0.1, 0.0, 0.0], [0.0, 0.1, 0.0], [0.2, 0.7, 0.5], [-0.4, -0.6, -0.4], [0.0, 0.0, 0.0], [0.0, 0.0, 0.0], [0.0, 0.0, 0.0], [0.0, 0.0, 0.0], [0.0, 0.0, 0.0], [0.0, 0.0, 0.0], [0.0, 0.0, -0.1], [0.0, 0.0, 0.0], [0.0, 0.0, 0.0], [0.0, 0.0, 0.0], [0.0, 0.0, 0.0], [0.0, 0.0, 0.0], [-0.1, 0.1, -0.1], [0.1, -0.1, 0.2], [-0.1, -0.1, 0.1], [0.0, 0.0, -0.2], [0.3, 0.0, -0.2], [-0.6, 0.2, 0.2], [0.1, 0.1, -0.1], [0.0, 0.0, 0.0], [0.0, 0.0, 0.0], [0.0, 0.0, 0.0], [0.0, 0.0, 0.0], [0.0, -0.1, 0.0], [0.0, 0.0, 0.0], [0.0, 0.0, 0.0], [0.0, 0.0, 0.0], [0.0, 0.0, 0.0], [0.0, 0.0, 0.0], [0.0, 0.1, 0.0], [0.0, 0.0, 0.0], [0.0, 0.0, 0.0], [0.0, 0.0, 0.0], [-0.2, -0.1, 0.1], [0.1, 0.0, -0.1], [0.0, -0.2, 0.1], [-0.1, 0.1, 0.0], [0.2, -0.3, 0.0], [0.1, 0.3, -0.2], [-0.2, -0.1, 0.1], [-0.2, 0.4, -1.0], [0.0, 0.2, -0.1], [0.2, 0.0, 0.0], [-0.3, -0.1, 0.1], [0.0, -0.1, 0.0]]
}